No. 1
DFT (ωB97M-V/def2-TZVPD) results for a structure of composition C30H45BN8O2Rh.

ORCA input file:
```
! RIJCOSX wB97M-V def2-TZVPD def2/J DEFGRID3
* xyz 1 1
Rh 0.225 -0.211 -0.009
O 1.892 -0.029 -1.654
O 2.017 -1.302 0.530
N -1.023 2.409 -0.883
N 3.061 -1.179 -0.248
N -1.699 0.123 1.015
N -1.989 0.394 -1.989
N -2.580 0.913 0.387
N 0.006 2.064 -0.098
N 3.003 -0.537 -1.348
N -1.301 -0.697 -1.630
C 0.551 -3.064 -2.112
C 0.357 4.127 -0.827
C 2.982 2.021 0.635
C 2.723 4.498 0.855
C -3.491 0.291 2.301
C -0.935 -3.025 -2.465
C 6.642 -2.759 1.167
C -2.152 -1.055 -3.644
C -0.144 -1.580 2.655
C 5.516 -2.760 1.975
C -0.834 3.653 -1.359
C -2.508 0.219 -3.220
C 4.271 -1.738 0.201
C 6.571 -2.274 -0.132
C 2.001 3.152 0.938
C 1.418 2.955 2.344
C -3.687 1.039 1.149
C 5.389 -1.762 -0.630
C -2.380 -2.440 3.344
C -1.751 4.357 -2.282
C 4.325 -2.254 1.494
C -2.222 -0.273 2.180
C -1.750 -3.635 -1.314
C 0.853 3.103 -0.026
C -1.185 -3.809 -3.757
C -4.874 1.843 0.780
C -1.387 -0.441 4.494
C -1.529 -1.177 3.155
C -3.284 1.234 -3.966
C -1.397 -1.604 -2.613
B -2.280 1.531 -0.994
H -0.806 0.470 4.371
H 2.215 2.974 3.083
H 0.341 -2.234 3.376
H -0.879 -1.077 5.213
H 0.489 -0.693 2.528
H -4.608 2.889 0.636
H 0.704 3.740 2.578
H -5.613 1.778 1.572
H -2.246 -3.841 -3.996
H 3.834 2.056 1.309
H 2.456 1.077 0.785
H 3.161 4.638 -0.130
H 0.796 5.086 -1.004
H 7.447 -2.293 -0.762
H 5.314 -1.381 -1.636
H -2.623 2.025 -4.320
H -4.052 1.688 -3.345
H -3.371 -2.191 3.711
H -2.813 -3.622 -1.545
H -1.443 -4.664 -1.144
H -1.906 -3.104 4.062
H 0.891 -4.091 -2.011
H -2.359 -0.176 4.898
H -2.782 4.283 -1.946
H 5.559 -3.146 2.983
H -3.202 2.169 -1.351
H -4.181 0.176 3.111
H -5.315 1.476 -0.145
H 0.700 -2.552 -1.157
H -3.754 0.771 -4.827
H -2.409 -1.507 -4.580
H -1.471 5.404 -2.334
H 3.437 -2.240 2.109
H 3.342 2.086 -0.390
H -0.649 -3.358 -4.590
H -0.222 -2.129 1.708
H -1.586 -3.059 -0.403
H 7.574 -3.151 1.545
H -2.485 -2.973 2.402
H 2.043 5.320 1.063
H 0.907 1.994 2.399
H -0.836 -4.833 -3.642
H -1.685 3.936 -3.286
H 3.525 4.530 1.589
H 1.138 -2.571 -2.883
*
```

The total energy is -51533.4139 eV. The orbital gap (alpha / beta) is 5.90 / 5.96 eV.

Atomic charges from the Löwdin analysis, expressed in e, are listed below: 1.25 -0.12 -0.22 0.03 -0.20 0.03 0.03 0.04 0.07 0.02 0.07 -0.04 0.06 -0.04 -0.04 0.05 -0.55 -0.07 0.06 -0.08 -0.06 -0.23 -0.23 -0.18 -0.06 -0.55 -0.03 -0.24 -0.01 -0.03 0.00 -0.01 -0.22 -0.03 -0.22 -0.04 -0.01 -0.03 -0.54 0.00 -0.22 -0.49 0.09 0.09 0.10 0.09 0.06 0.09 0.10 0.09 0.09 0.10 0.03 0.09 0.12 0.11 0.11 0.09 0.08 0.09 0.10 0.09 0.09 0.10 0.09 0.08 0.11 0.11 0.12 0.09 0.04 0.09 0.12 0.09 0.11 0.09 0.09 0.06 0.06 0.11 0.09 0.09 0.06 0.09 0.09 0.09 0.09

No. 2
DFT (ωB97M-V/def2-TZVPD) results for a structure of composition C30H45BrFeN2P2S.

ORCA input file:
```
! RIJCOSX wB97M-V def2-TZVPD def2/J DEFGRID3
* xyz 2 5
Br -3.781 2.108 1.633
Fe -2.234 0.577 0.831
S -0.316 -0.713 0.383
P -0.895 1.247 3.231
P 1.560 0.968 -0.135
N 2.634 -3.177 -5.614
N 1.312 -2.757 -0.429
C 2.918 0.601 2.331
C 2.325 -1.915 -5.895
C 1.695 2.765 0.182
C -0.361 0.727 5.986
C -2.344 0.077 3.489
C -2.586 1.292 -0.722
C -2.031 2.290 -1.473
C 0.015 -2.373 -0.165
C 1.645 -3.989 -0.931
C -0.650 -4.628 -0.743
C -1.200 3.043 3.467
C -2.822 -0.386 -2.306
C -1.941 0.442 -3.034
C 0.257 0.785 4.594
C 0.485 -3.493 -4.619
C -1.114 -0.204 -3.999
C -0.977 -1.555 -4.156
C 1.749 -3.953 -4.985
C -3.190 0.049 -1.032
C 2.953 0.282 0.831
C 0.674 -4.958 -1.047
C -1.714 1.822 -2.747
C 1.123 -1.329 -5.491
C 2.762 -0.458 -2.346
C 1.961 0.772 -1.905
C -3.428 0.590 4.432
C 0.179 -2.128 -4.800
C -0.973 -3.333 -0.333
C 1.116 3.746 -0.836
C -1.715 3.585 4.790
H 0.963 -0.271 -5.673
H 3.913 0.430 2.766
H 2.643 1.644 2.542
H 2.123 -1.349 -2.413
H -2.075 4.613 4.639
H -0.617 0.479 -4.688
H -1.434 -5.377 -0.844
H 2.779 2.941 0.275
H 0.997 0.799 -2.437
H 2.054 -4.985 -4.787
H 2.216 -0.052 2.863
H -2.850 -0.147 2.496
H 2.063 -2.076 -0.325
H -0.218 -4.167 -4.129
H -1.903 3.331 2.668
H 2.507 1.689 -2.180
H 1.105 1.489 4.576
H 3.158 -0.284 -3.357
H 1.488 3.575 -1.851
H -4.293 -0.082 4.341
H -0.923 3.639 5.545
H 0.025 3.705 -0.858
H -1.309 2.462 -3.540
H 1.408 4.764 -0.548
H 1.248 2.944 1.172
H 3.854 0.713 0.366
H -1.757 -2.244 -3.818
H -2.557 3.006 5.184
H -3.195 -1.332 -2.719
H -0.869 1.657 6.257
H -3.122 0.611 5.486
H -3.781 1.583 4.124
H 0.418 0.557 6.737
H -1.997 -3.014 -0.149
H -0.245 3.533 3.211
H 3.049 -1.318 -6.460
H -1.078 -0.093 6.072
H 0.665 -0.205 4.335
H -1.881 3.301 -1.084
H 2.684 -4.139 -1.210
H 2.992 -0.810 0.683
H 3.620 -0.671 -1.691
H 0.947 -5.957 -1.389
H -4.000 -0.443 -0.465
H -1.905 -0.868 3.838
*
```

The total energy is -168644.3710 eV. The expectation value of S² is 6.18. The orbital gap (alpha / beta) is 6.54 / 6.31 eV. For the energy above the lowest of the compared OMol25 structures with the same formula, charge and spin, the calculation gives 125.2 kcal/mol.

Atomic charges from the Löwdin analysis, expressed in e, are listed below: 0.56 0.09 0.71 0.91 0.90 0.07 0.08 -0.12 -0.13 -0.36 -0.13 -0.46 -0.39 -0.04 -0.53 -0.01 0.01 -0.45 0.00 -0.21 -0.41 -0.02 -0.05 -0.02 -0.14 -0.14 -0.38 -0.02 0.02 -0.02 -0.12 -0.35 -0.18 -0.23 -0.06 -0.11 -0.14 0.11 0.10 0.07 0.06 0.09 0.12 0.14 0.10 0.07 0.11 0.05 -0.01 0.10 0.11 -0.02 0.09 0.08 0.09 0.07 0.09 0.07 0.04 0.14 0.10 0.07 0.11 0.12 0.06 0.13 0.06 0.08 0.00 0.09 0.12 0.08 0.12 0.07 0.07 0.13 0.15 0.06 0.08 0.13 0.15 0.09

No. 3
DFT (ωB97M-V/def2-TZVPD) results for a cluster of 6 separate species, C30H45N2O19PS in total.

ORCA input file:
```
! RIJCOSX wB97M-V def2-TZVPD def2/J DEFGRID3
* xyz 0 1
S 1.648 4.537 -1.485
P 0.920 2.736 -1.665
O 4.503 0.476 -9.124
O -4.980 -1.967 10.582
O -1.227 1.180 -6.360
O 4.300 2.413 -10.267
O 5.541 1.609 -1.707
O -2.939 -1.271 9.964
O -0.148 -3.058 -0.363
O 1.512 1.880 -0.393
O -3.299 -3.460 10.420
O 2.580 1.628 -9.030
O 0.298 -1.433 -1.868
O 0.252 -0.971 0.336
O -2.998 2.497 -6.109
O 7.398 0.354 -1.829
O 7.283 2.300 -2.968
O 0.004 -2.294 4.149
O -0.050 -1.811 6.352
O -0.450 -3.903 5.665
O 1.383 2.112 -3.102
N -1.792 2.316 0.948
N -4.311 2.250 -2.148
C -1.306 -4.924 7.698
C -2.258 1.380 -5.817
C -1.726 2.027 -2.581
C -3.839 -0.172 9.753
C -1.422 2.440 -0.099
C -0.324 -3.951 7.095
C -2.341 4.805 -6.817
C -3.183 1.140 10.112
C 3.729 -0.088 -8.063
C 2.334 0.358 -8.412
C -2.759 0.304 -4.809
C 6.790 1.501 -2.242
C -2.328 3.712 -5.717
C -0.926 2.834 -1.466
C 0.150 -1.790 -0.736
C 5.237 0.353 -1.087
C -0.585 -2.524 7.473
C 3.839 1.588 -9.546
C -4.990 -0.540 10.649
C -1.628 -0.250 -3.890
C -3.699 -2.343 10.330
C -0.994 -4.108 1.658
C 6.610 -0.169 -0.758
C -0.149 -2.637 5.282
C 1.419 0.505 -7.218
C -0.280 -1.690 1.460
C -1.433 0.500 -2.540
C 4.349 0.547 0.120
C -0.018 -3.119 1.068
C -3.202 2.321 -2.296
H -1.498 4.677 -7.520
H -3.323 4.898 -7.315
H 0.701 -4.249 7.334
H 3.383 0.947 -0.183
H -1.343 -1.452 1.549
H -1.272 -4.889 8.787
H -1.196 3.895 -1.637
H -3.674 0.623 -4.272
H -2.324 -4.707 7.369
H -2.793 4.105 -4.787
H -2.344 1.341 9.444
H -0.368 0.385 -2.272
H 4.735 -0.277 -1.828
H 4.089 0.322 -7.116
H -2.777 1.108 11.125
H 0.223 -1.406 2.372
H -2.013 -3.891 1.329
H 3.831 -1.172 -8.044
H -3.081 -0.544 -5.456
H 1.879 -0.299 -9.159
H -1.442 2.506 -3.539
H -1.083 -5.942 7.374
H -4.841 -0.241 11.690
H -1.995 0.063 -1.690
H 1.009 -3.417 1.303
H -1.648 -2.288 7.560
H 2.343 1.954 -3.011
H -2.167 5.770 -6.289
H -1.261 3.513 -5.479
H 7.006 0.219 0.184
H -0.081 -2.236 8.394
H -0.694 -0.352 -4.478
H -0.764 -5.119 1.316
H 1.304 -0.445 -6.693
H 6.653 -1.257 -0.741
H -4.133 -0.173 8.699
H 0.442 0.849 -7.532
H -5.940 -0.142 10.297
H 4.785 1.270 0.814
H 4.189 -0.395 0.646
H 1.956 2.484 0.227
H 1.806 1.252 -6.521
H -3.892 1.966 10.040
H -0.960 -4.090 2.745
H -1.917 -1.292 -3.636
*
```

The total energy is -93848.2904 eV. The orbital gap is 9.35 eV. For the energy above the lowest of the compared OMol25 structures with the same formula, charge and spin, the calculation gives 0.0 kcal/mol. Its SMILES is CCOC(=O)CCC[C@@H](C#N)[C@@H](C#N)P(O)(O)=S.C[C@@H]1COC(=O)O1.C[C@@H]1COC(=O)O1.C[C@@H]1COC(=O)O1.C[C@@H]1COC(=O)O1.C[C@@H]1COC(=O)O1.

Atomic charges from the Löwdin analysis, expressed in e, are listed below: 0.29 0.28 0.06 0.07 0.11 0.17 0.08 0.07 0.09 -0.25 0.16 0.09 0.12 0.05 -0.01 0.06 0.17 0.14 0.08 0.09 -0.19 0.19 0.19 -0.02 -0.47 -0.26 -0.34 -0.23 -0.33 -0.06 -0.02 -0.11 -0.33 -0.07 -0.55 -0.24 -0.31 -0.54 -0.34 -0.09 -0.55 -0.10 -0.15 -0.55 -0.01 -0.10 -0.52 -0.03 -0.10 -0.16 -0.01 -0.32 -0.20 0.08 0.08 0.16 0.04 0.15 0.09 0.12 0.11 0.09 0.12 0.09 0.07 0.16 0.14 0.09 0.10 0.09 0.14 0.13 0.16 0.12 0.09 0.14 0.13 0.16 0.14 0.09 0.08 0.12 0.14 0.15 0.12 0.09 0.09 0.14 0.16 0.06 0.14 0.10 0.10 0.06 0.09 0.09 0.07 0.12

No. 4
DFT (ωB97M-V/def2-TZVPD) results for a structure of composition C30H45N2S4SiTl.

ORCA input file:
```
! RIJCOSX wB97M-V def2-TZVPD def2/J DEFGRID3
* xyz 2 1
Tl -1.024 0.433 0.287
S -2.771 0.781 2.878
S -2.221 3.095 0.417
S -3.305 -1.562 0.228
S -2.700 0.902 -2.085
Si 1.603 -1.501 0.923
N 0.761 2.361 0.292
N 0.281 -0.925 -1.618
C -3.965 -0.571 2.714
C 4.060 -0.490 -0.043
C 2.561 -5.476 3.144
C 1.117 -1.693 -4.256
C -0.346 -1.328 -4.035
C 1.377 -5.356 2.429
C 3.175 -3.242 2.509
C 5.398 1.205 1.007
C -3.332 2.594 -2.001
C 3.279 0.580 1.952
C -0.685 -1.560 -2.569
C 4.433 1.348 1.995
C 0.114 -0.732 1.770
C 1.260 -0.058 -2.319
C -4.144 -1.418 -1.361
C 1.097 -4.179 1.755
C 1.005 -1.941 -0.823
C -3.709 3.055 -0.603
C 3.458 -4.420 3.186
C -3.784 2.258 2.636
C -4.527 -0.767 1.313
C 2.158 5.479 -0.404
C 2.016 -0.730 -3.471
C -2.926 3.381 2.063
C 1.603 3.135 0.189
C -4.270 -0.010 -1.929
C 2.676 4.116 0.061
C 3.068 -0.351 0.932
C 5.211 0.285 -0.014
C 1.990 -3.103 1.782
H 3.890 -2.429 2.543
H 4.591 2.044 2.809
H -4.183 2.581 3.598
H -2.067 3.582 2.705
H 0.277 0.010 2.547
H -0.641 -1.450 2.087
H -3.506 4.303 2.010
H 3.951 -1.223 -0.834
H 5.970 0.156 -0.774
H 2.785 -6.396 3.666
H -3.424 -1.461 3.041
H -4.628 2.030 1.987
H -5.407 -1.410 1.359
H 1.373 -1.680 -5.314
H -4.685 -0.082 -2.935
H 2.547 0.700 2.742
H 2.371 0.067 -4.127
H -1.001 -1.955 -4.640
H 6.304 1.794 1.044
H -0.673 -2.635 -2.392
H 3.169 4.179 1.033
H -4.114 4.067 -0.654
H -4.827 0.184 0.872
H 1.719 5.414 -1.397
H 1.271 -2.719 -3.912
H -4.952 0.592 -1.331
H 2.989 6.179 -0.441
H 3.406 3.701 -0.638
H -2.550 3.225 -2.423
H 4.381 -4.515 3.741
H 0.162 -4.106 1.207
H -3.604 -2.075 -2.042
H -1.696 -1.218 -2.337
H 0.678 -6.181 2.396
H -4.462 2.407 -0.156
H 0.363 -2.812 -0.688
H -4.191 2.656 -2.670
H 1.963 0.298 -1.568
H 0.720 0.816 -2.692
H -0.539 -0.293 -4.330
H 1.411 5.870 0.284
H 1.874 -2.311 -1.383
H 2.908 -1.240 -3.108
H -4.772 -0.419 3.431
H -5.145 -1.837 -1.251
*
```

The total energy is -90719.5608 eV. The orbital gap is 6.77 eV. For the energy above the lowest of the compared OMol25 structures with the same formula, charge and spin, the calculation gives 0.0 kcal/mol.

Atomic charges from the Löwdin analysis, expressed in e, are listed below: 0.72 0.87 0.86 0.88 0.89 0.62 0.13 -0.23 -0.49 -0.09 -0.06 -0.17 -0.17 -0.07 -0.08 -0.07 -0.49 -0.10 -0.21 -0.08 -0.29 -0.19 -0.50 -0.10 -0.22 -0.48 -0.06 -0.49 -0.49 -0.07 -0.16 -0.48 -0.15 -0.45 -0.20 -0.27 -0.06 -0.25 0.10 0.11 0.10 0.09 0.01 0.01 0.10 0.10 0.11 0.11 0.08 0.07 0.10 0.12 0.10 0.10 0.12 0.13 0.11 0.13 0.13 0.11 0.06 0.08 0.12 0.08 0.09 0.13 0.09 0.11 0.09 0.08 0.01 0.11 0.07 0.08 0.10 0.09 0.12 0.11 0.08 0.10 0.10 0.10 0.10

Q: total energy of number 3 (C30H45N2O19PS)?
A: -93848.2904 eV

Q: total energy of number 4 (C30H45N2S4SiTl)?
A: -90719.5608 eV

Q: The highest total energy belongs to which entry?
A: C30H45BN8O2Rh